Here is a molecular structure, C31H30N6S3Sn from the OMol25 dataset. Energies are from ωB97M-V with the def2-TZVPD basis set.

Positions of all 71 atoms, in Å:
Sn: -0.586 -0.153 -2.065
S: 1.862 -0.081 -0.952
C: 1.251 -0.364 0.598
N: 1.650 -1.335 1.377
C: 1.139 -1.448 2.749
C: 1.038 -0.077 3.337
N: 0.165 0.734 2.479
C: -0.634 1.755 3.183
C: 0.273 2.728 3.899
C: 1.131 3.542 3.160
C: 1.982 4.425 3.804
C: 1.979 4.506 5.194
C: 1.125 3.702 5.933
C: 0.276 2.811 5.284
C: 0.200 0.605 1.165
S: -0.791 1.473 0.129
C: 2.539 -2.433 0.940
C: 3.862 -2.370 1.663
C: 4.226 -3.368 2.558
C: 5.440 -3.296 3.235
C: 6.291 -2.221 3.022
C: 5.931 -1.219 2.126
C: 4.724 -1.295 1.448
H: 1.844 -2.048 3.319
H: 0.179 -1.963 2.734
H: 2.015 0.398 3.444
H: 0.578 -0.130 4.322
H: -1.284 1.239 3.889
H: -1.260 2.258 2.456
H: 1.126 3.485 2.074
H: 2.642 5.058 3.224
H: 2.642 5.200 5.697
H: 1.118 3.764 7.014
H: -0.393 2.181 5.863
H: 2.665 -2.346 -0.132
H: 2.006 -3.359 1.155
H: 3.560 -4.210 2.719
H: 5.718 -4.081 3.927
H: 7.237 -2.164 3.548
H: 6.598 -0.384 1.949
H: 4.447 -0.520 0.739
S: -0.842 -4.217 1.444
C: -0.868 -2.959 0.398
N: -0.877 -2.050 -0.345
N: 0.024 1.368 -3.615
C: 0.108 1.763 -4.723
N: 0.142 2.287 -5.861
C: 0.600 1.898 -7.034
N: 0.975 1.626 -8.096
C: -4.168 2.010 -3.087
C: -4.145 0.501 -2.936
C: -4.443 -1.522 -1.398
C: -4.332 -0.058 -1.735
C: -3.900 -0.288 -4.177
C: -4.381 0.133 -5.417
C: -4.039 -0.545 -6.578
C: -3.183 -1.640 -6.530
C: -2.687 -2.064 -5.305
C: -3.064 -1.401 -4.143
H: -4.054 2.496 -2.117
H: -5.116 2.349 -3.514
H: -3.373 2.360 -3.750
H: -5.131 -1.661 -0.563
H: -3.486 -1.953 -1.087
H: -4.809 -2.107 -2.243
H: -4.464 0.627 -0.900
H: -5.014 1.011 -5.481
H: -4.420 -0.200 -7.532
H: -2.892 -2.145 -7.442
H: -2.000 -2.901 -5.251
H: -2.671 -1.718 -3.189

Cartesian forces (eV/Å) of the 2 atoms listed first:
Sn -0.11 0.01 -0.21
S -0.07 0.02 -0.05

Computed properties:
M in g mol⁻¹: 701.54
LUMO energy in eV: -1.79
HOMO energy in eV: -8.21